Formula: C53H66ClF11N2O8S2
Source: OMol25
Level of theory: ωB97M-V/def2-TZVPD

Computed properties:
**Structure (SMILES)**: CCOCCOCCOC[C@]1(C(F)(F)C(F)(F)F)[C@](S)(Cl)[C@](CN)(C[C@@H](O)CN)S(=O)(=O)O[C@]1(CCCCO)[C@@H](C)F.Fc1ccccc1.Fc1ccccc1.Fc1ccccc1.Fc1ccccc1.Fc1ccccc1
**Total charge**: 0
**Spin multiplicity**: 1
**Frontier orbital gap**: 9.03 eV
**Energy**: -139467.484 eV

Cartesian coordinates (Å):
C 5.65 0.83 -4.99
C 4.47 0.75 -3.89
O 4.89 -0.18 -2.88
C 3.76 -0.85 -2.27
C 3.75 -0.70 -0.66
O 2.88 0.34 -0.20
C 2.59 0.17 1.22
C 1.38 1.17 1.65
O 1.03 1.90 0.46
C -0.17 2.70 0.71
C -0.79 3.32 -0.67
C 0.49 3.92 -1.38
F 0.23 5.08 -2.17
F 1.45 4.47 -0.46
C 1.42 3.06 -2.32
F 1.25 3.45 -3.67
F 2.80 3.37 -2.13
F 1.38 1.70 -2.28
C -1.77 4.49 -0.01
S -0.82 5.96 0.69
Cl -2.55 3.88 1.57
C -2.95 5.10 -0.87
C -2.59 5.98 -2.15
N -3.60 6.83 -2.76
C -4.11 5.87 -0.10
C -3.86 7.28 0.53
O -2.99 8.21 -0.11
C -5.32 8.01 0.72
N -5.14 9.47 0.36
S -3.89 3.60 -1.55
O -5.25 3.44 -0.87
O -4.25 3.91 -2.96
O -3.06 2.28 -1.15
C -1.62 2.20 -1.50
C -1.60 2.33 -3.08
C -2.70 1.44 -3.87
C -2.86 2.06 -5.36
C -4.36 1.70 -5.81
O -4.43 1.22 -7.18
C -1.36 0.67 -1.17
C -2.72 -0.19 -0.91
F -0.72 -0.10 -2.22
H 5.84 -0.25 -5.33
H 6.61 1.26 -4.57
H 5.33 1.42 -5.91
H 3.54 0.45 -4.46
H 4.39 1.79 -3.45
H 2.76 -0.53 -2.72
H 3.86 -1.96 -2.55
H 3.47 -1.73 -0.23
H 4.85 -0.54 -0.38
H 2.33 -0.92 1.39
H 3.55 0.46 1.76
H 0.56 0.51 2.06
H 1.84 1.89 2.41
H 0.17 3.48 1.44
H -0.86 1.90 1.16
H -0.23 6.66 -0.33
H -2.11 5.39 -3.01
H -1.74 6.70 -1.85
H -4.53 6.44 -2.85
H -3.56 7.82 -2.52
H -5.00 5.98 -0.83
H -4.64 5.27 0.73
H -3.49 7.13 1.61
H -2.54 8.73 0.58
H -6.10 7.61 0.00
H -5.68 7.96 1.79
H -5.77 10.05 0.93
H -5.40 9.63 -0.62
H -0.64 1.95 -3.58
H -1.73 3.37 -3.50
H -2.37 0.37 -4.03
H -3.73 1.47 -3.42
H -2.16 1.53 -6.09
H -2.65 3.17 -5.40
H -5.01 2.62 -5.72
H -4.80 0.85 -5.16
H -5.39 1.10 -7.34
H -0.75 0.39 -0.26
H -3.42 -0.17 -1.79
H -2.34 -1.27 -0.82
H -3.19 0.05 0.09
F 4.19 -3.33 2.46
C 4.08 -4.51 1.81
C 2.99 -4.72 0.97
C 2.88 -5.93 0.30
C 3.84 -6.92 0.47
C 4.93 -6.69 1.31
C 5.05 -5.48 1.98
H 2.24 -3.94 0.86
H 2.03 -6.10 -0.36
H 3.75 -7.86 -0.05
H 5.68 -7.46 1.45
H 5.89 -5.29 2.64
F 7.20 -3.80 3.40
C 7.39 -2.47 3.48
C 8.61 -1.93 3.11
C 8.81 -0.56 3.20
C 7.78 0.26 3.66
C 6.56 -0.29 4.03
C 6.36 -1.67 3.93
H 9.40 -2.59 2.76
H 9.76 -0.13 2.90
H 7.93 1.33 3.73
H 5.76 0.35 4.39
H 5.41 -2.11 4.21
F -7.93 4.23 1.63
C -8.77 3.56 0.82
C -8.25 2.81 -0.22
C -9.11 2.11 -1.05
C -10.49 2.17 -0.84
C -11.00 2.93 0.20
C -10.13 3.63 1.04
H -7.17 2.78 -0.38
H -8.71 1.51 -1.87
H -11.16 1.63 -1.50
H -12.07 2.99 0.37
H -10.51 4.22 1.87
F 1.60 -6.86 8.15
C 1.93 -5.98 7.19
C 1.89 -4.62 7.47
C 2.24 -3.71 6.48
C 2.60 -4.16 5.22
C 2.63 -5.53 4.94
C 2.29 -6.44 5.94
H 1.60 -4.29 8.46
H 2.22 -2.65 6.69
H 2.87 -3.45 4.44
H 2.91 -5.88 3.96
H 2.32 -7.51 5.75
F 4.13 -9.82 0.14
C 3.17 -10.73 0.37
C 3.53 -12.05 0.57
C 2.53 -13.00 0.81
C 1.20 -12.61 0.82
C 0.85 -11.28 0.61
C 1.85 -10.33 0.39
H 4.57 -12.34 0.55
H 2.80 -14.03 0.98
H 0.42 -13.35 1.00
H -0.19 -10.98 0.62
H 1.60 -9.29 0.23

Formula: C53H67BMnN13OS3Sb
Source: OMol25
Level of theory: ωB97M-V/def2-TZVPD

Computed properties:
**Total charge**: 0
**Spin multiplicity**: 6
**Frontier orbital gap (alpha / beta)**: 7.29 / 7.38 eV
**Relative energy (zero: lowest compared OMol25 entry of this formula, charge and spin)**: 2.4889 eV
**Energy**: -148508.666 eV
**<S²>**: 8.75

Cartesian coordinates (Å):
Mn -0.43 -0.47 0.30
C -0.19 1.13 -6.15
C -0.50 -0.22 -5.48
C -1.76 -0.10 -4.63
C -0.75 -1.29 -6.56
N 0.66 -0.61 -4.67
C 1.74 -1.23 -5.26
C 2.66 -1.47 -4.31
N 2.18 -1.00 -3.12
B 3.04 -1.08 -1.86
N 2.83 -2.40 -1.10
C 3.92 -3.10 -0.67
C 3.51 -4.23 -0.07
N 2.13 -4.25 -0.11
C 1.74 -3.12 -0.75
S 0.15 -2.73 -1.21
C 1.40 -5.38 0.46
C 1.93 -5.59 1.89
C -0.10 -5.14 0.56
C 1.67 -6.59 -0.43
N 2.86 0.20 -1.02
C 3.03 1.43 -1.60
C 3.00 2.37 -0.64
N 2.81 1.73 0.56
C 2.70 0.39 0.30
S 2.48 -0.84 1.43
C 2.77 2.34 1.88
C 1.42 2.01 2.53
C 3.92 1.78 2.74
C 2.95 3.86 1.79
C 0.96 -0.45 -3.35
S 0.09 0.42 -2.18
H -1.05 1.43 -6.74
H 0.68 1.06 -6.80
H -0.01 1.89 -5.40
H -2.62 0.03 -5.28
H -1.71 0.74 -3.96
H -1.91 -1.01 -4.05
H -1.75 -1.17 -6.95
H -0.67 -2.28 -6.13
H -0.06 -1.20 -7.40
H 1.78 -1.43 -6.31
H 3.62 -1.92 -4.38
H 4.18 -1.08 -2.23
H 4.91 -2.73 -0.83
H 4.09 -5.02 0.36
H 1.89 -4.64 2.43
H 2.96 -5.94 1.89
H 1.33 -6.32 2.41
H -0.31 -4.24 1.13
H -0.56 -5.99 1.06
H -0.54 -5.04 -0.43
H 2.73 -6.82 -0.48
H 1.32 -6.39 -1.44
H 1.14 -7.46 -0.05
H 3.14 1.54 -2.66
H 3.08 3.43 -0.73
H 1.31 0.92 2.61
H 0.59 3.19 1.05
H 1.39 2.43 3.54
H 3.85 0.70 2.82
H 3.89 2.21 3.73
H 4.87 2.04 2.28
H 2.24 4.33 1.11
H 3.95 4.10 1.45
H 2.81 4.29 2.78
O -0.33 1.50 1.01
N 0.26 2.50 1.75
C -0.68 3.23 2.61
C -0.79 2.88 3.93
N -0.82 2.62 5.06
C -1.60 4.02 1.99
N -2.36 4.68 1.41
C -4.42 -4.25 1.20
C -3.99 -2.84 1.17
C -4.56 -1.71 1.72
C -3.68 -0.65 1.41
N -2.64 -1.11 0.74
N -2.84 -2.44 0.59
C -3.87 0.78 1.73
H -5.47 -4.32 1.47
H -3.84 -4.81 1.94
H -4.27 -4.72 0.23
H -5.48 -1.64 2.26
H -2.17 -2.99 0.08
H -4.28 0.91 2.73
H -4.58 1.21 1.02
H -2.93 1.32 1.64
N -0.36 -1.72 2.12
C -0.34 -1.58 3.28
N -0.33 -1.50 4.57
C -1.08 -0.46 5.25
C -1.81 -1.04 6.47
C -1.05 -2.25 7.03
C 0.44 -2.06 6.81
C 0.74 -2.15 5.31
H -1.79 -0.01 4.55
H -0.40 0.34 5.56
H -2.82 -1.34 6.20
H -1.88 -0.25 7.22
H -1.38 -3.16 6.52
H -1.27 -2.37 8.09
H 1.02 -2.83 7.33
H 0.75 -1.09 7.20
H 0.80 -3.19 4.99
H 1.71 -1.68 5.09
C -5.34 5.95 -3.52
C -4.42 5.16 -4.18
C -3.61 4.29 -3.47
C -3.72 4.20 -2.09
C -4.64 5.00 -1.43
C -5.45 5.87 -2.15
Sb -2.51 2.76 -1.03
C -3.61 1.14 -2.08
C -4.90 1.41 -2.50
C -5.78 0.40 -2.83
C -5.39 -0.93 -2.71
C -4.11 -1.22 -2.27
C -3.24 -0.19 -1.94
C -0.84 3.88 -1.97
C 0.07 3.55 -2.95
C 1.03 4.46 -3.36
C 1.10 5.72 -2.79
C 0.19 6.06 -1.80
C -0.77 5.15 -1.39
H -5.97 6.62 -4.09
H -4.33 5.21 -5.26
H -2.89 3.67 -3.99
H -4.72 4.93 -0.36
H -6.17 6.49 -1.63
H -5.23 2.44 -2.59
H -6.78 0.64 -3.16
H -6.08 -1.73 -2.95
H -3.79 -2.25 -2.18
H -2.24 -0.44 -1.59
H 0.05 2.56 -3.38
H 1.73 4.19 -4.14
H 1.84 6.43 -3.12
H 0.22 7.03 -1.33
H -1.48 5.43 -0.62

Formula: C53H68ClCrN4O6Si2
Source: OMol25
Level of theory: ωB97M-V/def2-TZVPD

Computed properties:
**Total charge**: -2
**Spin multiplicity**: 2
**Frontier orbital gap (alpha / beta)**: 6.32 / 5.90 eV
**Relative energy (zero: lowest compared OMol25 entry of this formula, charge and spin)**: 0.0000 eV
**Energy**: -131014.862 eV
**<S²>**: 0.78

Cartesian coordinates (Å):
Cr -0.54 0.07 0.19
C 3.13 0.59 -4.01
C 2.96 1.32 -2.66
C 2.85 2.82 -2.91
C 4.11 0.94 -1.75
C 5.30 1.67 -1.78
C 6.39 1.31 -1.01
C 6.30 0.20 -0.19
C 5.13 -0.55 -0.11
C 5.03 -1.77 0.77
C 6.05 -1.80 1.90
C 5.15 -3.05 -0.08
C 4.00 -0.17 -0.88
N 2.77 -0.78 -0.60
C 2.32 -1.79 -1.29
O 2.80 -2.36 -2.30
C 1.11 -2.49 -0.65
C 0.92 -3.83 -0.95
C -0.03 -4.56 -0.25
C -0.73 -3.96 0.78
C -0.52 -2.61 1.00
N 0.33 -1.88 0.26
C -1.09 -1.90 2.22
O -1.53 -2.61 3.14
N -0.93 -0.58 2.18
C -0.91 0.05 3.45
C 0.22 -0.22 4.25
C 0.34 0.35 5.51
C -0.63 1.21 6.00
C -1.75 1.47 5.23
C -1.92 0.89 3.97
C -3.26 1.10 3.30
C -3.80 2.53 3.33
C -4.29 0.17 3.98
C 1.31 -1.17 3.78
C 1.20 -2.52 4.51
C 2.72 -0.62 3.95
H 2.34 0.89 -4.71
H 3.12 -0.49 -3.87
H 4.10 0.88 -4.45
H 2.04 0.97 -2.19
H 3.64 3.18 -3.58
H 2.90 3.40 -1.98
H 1.90 3.05 -3.39
H 5.37 2.53 -2.43
H 7.31 1.89 -1.05
H 7.15 -0.09 0.41
H 4.02 -1.76 1.20
H 7.07 -1.96 1.52
H 5.83 -2.63 2.59
H 6.05 -0.87 2.48
H 6.17 -3.12 -0.49
H 4.45 -3.05 -0.91
H 4.98 -3.94 0.54
H 1.54 -4.26 -1.72
H -0.19 -5.61 -0.48
H -1.43 -4.48 1.42
H 1.21 0.12 6.12
H -0.52 1.66 6.98
H -2.53 2.12 5.61
H -3.16 0.79 2.26
H -4.29 2.74 4.29
H -4.54 2.67 2.54
H -3.02 3.27 3.18
H -3.90 -0.85 4.08
H -5.22 0.14 3.41
H -4.51 0.55 4.98
H 1.16 -1.34 2.71
H 1.44 -2.40 5.57
H 1.90 -3.24 4.08
H 0.19 -2.92 4.42
H 2.98 -0.49 5.01
H 2.85 0.34 3.46
H 3.45 -1.31 3.52
C -3.24 -1.48 -1.90
Si -2.91 -0.47 -0.32
C -3.84 -1.61 0.90
C -3.98 1.11 -0.50
C -5.36 1.06 -0.72
C -6.11 2.22 -0.87
C -5.47 3.46 -0.82
C -4.10 3.52 -0.61
C -3.34 2.36 -0.44
Si -1.44 2.34 -0.18
C -0.74 3.27 -1.68
C -1.10 3.71 1.13
H -4.12 -2.11 -1.74
H -3.42 -0.83 -2.77
H -2.39 -2.13 -2.14
H -4.91 -1.40 0.84
H -3.54 -1.55 1.94
H -3.69 -2.65 0.58
H -5.87 0.10 -0.77
H -7.18 2.17 -1.04
H -6.04 4.37 -0.94
H -3.61 4.49 -0.57
H -1.24 4.24 -1.79
H -0.87 2.71 -2.61
H 0.32 3.47 -1.53
H -1.67 4.61 0.86
H -0.04 3.97 1.09
H -1.34 3.44 2.15
C 3.38 3.81 1.66
N 2.25 2.95 1.92
C 1.43 3.25 3.08
C 1.98 1.94 1.08
O 1.07 1.12 1.19
H 4.08 3.78 2.50
H 3.05 4.85 1.53
H 3.89 3.48 0.76
H 0.61 2.54 3.14
H 1.03 4.26 3.01
H 2.03 3.17 3.99
H 2.69 1.87 0.25
C -2.49 -4.42 -4.41
C -2.89 -3.19 -5.17
C -3.98 -3.17 -6.02
C -4.34 -2.01 -6.68
Cl -5.72 -2.03 -7.76
C -3.63 -0.84 -6.50
C -2.53 -0.84 -5.64
C -2.15 -2.01 -5.00
O -1.07 -2.14 -4.19
C -0.19 -1.03 -3.98
C -0.77 -0.05 -2.95
O -1.65 0.73 -3.30
O -0.27 -0.18 -1.78
H -3.14 -5.26 -4.66
H -2.53 -4.24 -3.34
H -1.46 -4.70 -4.63
H -4.56 -4.08 -6.16
H -3.94 0.07 -6.99
H -2.02 0.09 -5.43
H 0.01 -0.52 -4.92
H 0.72 -1.48 -3.59

The highest energy belongs to which entry? C53H68ClCrN4O6Si2

The lowest spin multiplicity belongs to which entry? C53H66ClF11N2O8S2